(1)
Molecular formula: C20H28IN2O2P2Pd
Method: DFT, ωB97M-V with the def2-TZVPD basis set

```
56
Properties=species:S:1:pos:R:3:forces:R:3:nbo_charge:R:1
Pd 0.356 -0.101 -0.283 0.5 -0.5 -0.2 0.454
C 3.496 -1.227 3.258 0.0 0.0 0.0 -0.645
C 2.638 -2.310 2.676 0.0 0.0 0.0 0.157
N 2.950 -3.552 2.916 0.0 0.0 0.0 -0.377
C 2.182 -4.547 2.410 0.0 0.0 0.0 -0.039
C 1.060 -4.316 1.673 0.0 0.0 0.0 -0.029
C 0.243 -5.469 1.158 0.0 0.0 0.0 -0.097
O 0.104 -5.447 -0.270 0.0 0.0 0.0 -0.737
C 0.709 -2.971 1.354 0.0 0.0 0.0 -0.292
C -0.510 -2.777 0.624 0.0 0.0 0.0 0.222
N -0.836 -1.766 -0.109 0.0 -0.1 0.0 -0.565
C -2.091 -1.771 -0.770 0.1 0.0 0.0 0.168
C -2.585 -2.926 -1.369 -0.1 0.0 -0.1 -0.263
C -3.819 -2.909 -2.001 0.0 0.0 0.0 -0.170
C -4.565 -1.741 -2.049 0.0 0.0 0.0 -0.199
C -4.069 -0.576 -1.480 0.0 0.0 0.0 -0.215
C -2.832 -0.598 -0.860 -0.1 0.0 0.0 -0.195
I -2.067 1.164 -0.015 -0.4 0.1 0.1 0.262
C 1.521 -1.916 1.839 0.1 0.1 0.0 0.457
O 1.352 -0.660 1.629 -0.2 0.0 0.0 -0.811
H 4.146 -1.652 4.018 0.0 0.0 0.0 0.242
H 2.882 -0.435 3.688 0.0 0.0 0.0 0.227
H 4.118 -0.769 2.483 0.0 0.0 0.0 0.210
H 2.502 -5.557 2.636 0.0 0.0 0.0 0.199
H -0.774 -5.443 1.553 0.0 0.0 0.0 0.188
H 0.685 -6.409 1.491 0.0 0.0 0.0 0.196
H 0.907 -5.814 -0.653 0.0 0.0 0.0 0.478
H -1.250 -3.570 0.701 0.0 0.0 0.0 0.203
H -1.986 -3.831 -1.355 0.0 0.0 0.0 0.243
H -4.193 -3.812 -2.463 0.0 0.0 0.0 0.232
H -5.529 -1.727 -2.539 0.0 0.0 0.0 0.235
H -4.641 0.341 -1.525 0.0 0.0 0.0 0.236
C 1.298 2.956 -1.493 0.0 0.0 0.0 -0.972
P 1.822 1.546 -0.485 0.2 0.3 0.0 1.193
C 2.343 2.214 1.104 0.0 0.0 0.0 -0.977
C 3.288 0.857 -1.326 0.0 -0.1 0.0 -0.738
C 2.807 0.152 -2.597 0.0 0.0 0.0 -0.733
P 1.352 -0.896 -2.186 -0.2 0.1 0.1 1.067
C 2.001 -2.571 -1.956 0.0 0.0 0.0 -0.969
C 0.344 -0.994 -3.686 0.0 0.0 0.0 -0.963
H 2.120 3.660 -1.633 0.0 0.0 0.0 0.252
H 0.477 3.469 -0.992 0.0 0.0 0.0 0.260
H 0.940 2.622 -2.466 0.0 0.0 0.0 0.250
H 3.210 2.868 1.000 0.0 0.0 0.0 0.252
H 2.571 1.370 1.755 0.0 0.0 0.0 0.293
H 1.519 2.780 1.537 0.0 0.0 0.0 0.259
H 3.728 0.137 -0.631 0.0 0.0 0.0 0.254
H 4.033 1.627 -1.532 0.0 0.0 0.0 0.256
H 3.593 -0.451 -3.054 0.0 0.0 0.0 0.259
H 2.488 0.882 -3.345 0.0 0.0 0.0 0.244
H 2.471 -2.916 -2.879 0.0 0.0 0.0 0.245
H 1.192 -3.250 -1.681 0.0 0.0 0.0 0.266
H 2.731 -2.575 -1.146 0.0 0.0 0.0 0.261
H 0.938 -1.321 -4.541 0.0 0.0 0.0 0.247
H -0.098 -0.021 -3.897 0.0 0.0 0.0 0.254
H -0.465 -1.708 -3.521 0.0 0.0 0.0 0.261
```
Positions in Å, forces in eV/Å.

## Properties
maximum force = 0.8 eV/A
ΔE to the lowest compared entry with this formula, charge and spin = 70.77 kJ/mol
E_HOMO = -10.15 eV
calculated total energy = -58423.9688 eV
total charge = +1

***

(2)
Molecular formula: C5H13N2O
Method: DFT, ωB97M-V with the def2-TZVPD basis set

```
21
Properties=species:S:1:pos:R:3:forces:R:3:nbo_charge:R:1
C 1.155 0.095 2.125 -0.2 0.0 0.1 -0.659
C 1.855 -0.908 1.241 -0.1 0.1 0.1 0.244
C 3.194 -0.865 1.073 0.2 0.0 0.0 -0.655
N 1.002 -1.816 0.691 0.0 0.1 0.0 -0.868
H 0.872 -0.356 3.087 0.0 0.0 -0.2 0.202
H 0.228 0.414 1.639 0.1 0.0 0.1 0.247
H 1.793 0.951 2.330 0.1 0.1 0.0 0.191
H 3.693 -1.565 0.414 0.1 -0.1 0.0 0.171
H 3.804 -0.125 1.576 0.0 0.0 0.0 0.177
H -0.013 -1.407 0.387 0.1 -0.1 0.1 0.451
H 1.453 -2.412 0.012 0.0 -0.1 0.0 0.338
C -1.049 0.176 -0.899 -0.1 -0.1 0.0 -0.035
O -1.230 -0.805 0.033 -0.2 0.0 0.0 -0.913
C -2.387 0.735 -1.381 -0.2 -0.1 0.1 -0.233
N -2.256 1.897 -2.265 0.1 0.2 -0.3 -0.856
H -0.465 1.045 -0.534 0.1 0.1 0.0 0.105
H -0.506 -0.185 -1.798 0.1 0.0 -0.2 0.094
H -2.952 -0.082 -1.845 0.0 0.0 0.0 0.150
H -2.941 1.028 -0.486 0.0 0.1 0.0 0.172
H -2.231 1.638 -3.245 0.1 -0.1 0.2 0.340
H -3.021 2.545 -2.155 -0.1 0.0 0.0 0.341
```
Positions in Å, forces in eV/Å.

## Properties
maximum force = 0.4 eV/A
ΔE to the lowest compared entry with this formula, charge and spin = 40.48 kJ/mol
E_HOMO = -3.18 eV
calculated total energy = -10423.2793 eV
total charge = -1

***

(3)
Molecular formula: C40H62CsN9O7P2S2
Method: DFT, ωB97M-V with the def2-TZVPD basis set

```
123
Properties=species:S:1:pos:R:3:forces:R:3:mulliken_charge:R:1
Cs -0.589 0.185 -0.761 -0.3 0.2 0.1 1.173
O 1.951 -2.104 -4.428 0.0 0.0 -0.1 -0.737
C 1.322 -2.021 -3.378 0.0 -0.1 0.3 -0.677
N 0.056 -1.605 -3.159 0.1 -0.3 -0.5 0.337
C -0.854 -1.856 -4.132 -0.2 0.2 0.0 -0.334
O -0.877 -2.776 -4.941 0.1 0.0 0.0 -0.679
C -2.034 -0.893 -4.171 0.2 -0.1 0.1 0.534
C -2.493 -0.455 -5.408 -0.1 0.0 0.0 -0.949
C -3.565 0.419 -5.444 0.0 0.0 0.0 -0.491
C -4.155 0.807 -4.248 0.0 0.0 0.1 -0.809
C -3.630 0.311 -3.064 -0.1 0.1 -0.2 -0.034
N -2.588 -0.514 -3.021 0.0 0.0 0.1 0.149
C 2.073 -2.403 -2.105 0.0 0.0 0.0 0.149
C 3.064 -3.381 -2.165 0.0 0.0 0.0 -0.615
C 3.688 -3.767 -0.991 0.1 -0.1 -0.1 -0.982
C 3.335 -3.147 0.198 -0.1 0.1 0.2 -0.475
C 2.360 -2.160 0.159 0.2 -0.2 -0.1 -0.582
N 1.745 -1.807 -0.964 -0.2 0.2 0.2 1.599
H -2.004 -0.821 -6.300 0.0 0.0 0.0 0.515
H -3.945 0.792 -6.387 0.0 0.0 0.0 0.403
H -5.001 1.482 -4.226 0.0 0.0 0.0 0.442
H -4.063 0.592 -2.108 0.0 0.0 0.0 0.319
H 3.305 -3.812 -3.126 0.0 0.0 0.0 0.620
H 4.442 -4.544 -1.003 0.0 0.0 0.0 0.450
H 3.793 -3.425 1.140 0.0 0.0 0.0 0.513
H 2.047 -1.638 1.059 0.0 0.0 0.0 0.143
O -1.506 -2.413 -0.178 0.0 0.0 0.1 -0.382
S -1.524 -3.686 -0.948 0.0 0.0 -0.1 0.350
C -3.119 -4.444 -0.532 -0.1 0.0 0.0 -1.151
C -3.471 -4.540 0.951 0.0 0.0 0.0 -1.053
C -3.476 -3.234 1.760 0.0 0.0 0.0 0.482
C -4.459 -2.201 1.227 0.0 0.1 0.0 -0.726
S -4.323 -0.468 1.834 -0.1 -0.2 0.2 -0.044
O -3.345 0.255 0.979 0.1 0.0 -0.2 -0.268
C -3.485 -0.794 3.389 0.0 0.1 -0.1 0.312
C -4.202 -1.270 4.476 0.0 0.0 0.0 -0.399
C -3.538 -1.517 5.669 0.0 0.0 0.0 -0.500
C -2.175 -1.267 5.767 0.0 0.0 0.0 -0.690
C -1.476 -0.769 4.676 0.0 0.0 0.0 -0.506
C -2.130 -0.527 3.475 0.0 0.0 0.0 -0.834
C -0.466 -4.821 -0.052 0.0 -0.1 0.0 0.702
C -0.118 -6.026 -0.646 0.0 0.0 0.0 -0.693
C 0.715 -6.902 0.036 0.0 0.0 0.0 -0.701
C 1.201 -6.562 1.291 0.0 0.0 0.0 -0.534
C 0.865 -5.343 1.865 0.0 0.0 0.0 -0.802
C 0.033 -4.462 1.189 -0.1 0.1 0.0 -0.321
H -3.129 -5.432 -0.998 0.0 0.0 0.0 0.640
H -3.828 -3.823 -1.084 0.0 0.0 0.0 0.543
H -2.782 -5.240 1.431 0.0 0.0 0.0 0.358
H -4.462 -5.003 1.014 0.0 0.0 0.0 0.508
H -2.480 -2.805 1.775 0.0 0.0 0.0 -0.455
H -3.742 -3.483 2.790 0.0 0.0 0.0 0.579
H -5.494 -2.493 1.425 0.0 0.0 0.0 0.471
H -4.351 -2.047 0.151 0.0 0.0 0.0 0.202
H -5.269 -1.449 4.394 0.0 0.0 0.0 0.413
H -4.086 -1.893 6.523 0.0 0.0 0.0 0.383
H -1.661 -1.454 6.702 0.0 0.0 0.0 0.407
H -0.415 -0.561 4.749 0.0 0.0 0.0 0.438
H -1.595 -0.131 2.621 0.0 0.0 0.0 1.027
H -0.479 -6.269 -1.639 0.0 0.0 0.0 0.499
H 0.995 -7.843 -0.419 0.0 0.0 0.0 0.404
H 1.855 -7.245 1.818 0.0 0.0 0.0 0.387
H 1.257 -5.073 2.837 0.0 0.0 0.0 0.450
H -0.225 -3.491 1.594 0.0 0.0 0.0 0.404
C 2.846 -0.585 3.748 0.0 0.0 0.0 -0.790
N 3.016 0.727 3.147 0.0 0.1 0.1 0.613
C 4.305 1.361 3.352 0.0 0.0 0.0 -1.275
P 1.892 1.369 2.151 0.0 0.1 -0.2 -0.397
O 0.689 0.531 2.026 0.0 -0.1 0.1 -0.205
O 2.675 1.516 0.748 -0.1 0.0 0.0 0.817
P 2.626 2.175 -0.717 0.1 0.1 -0.1 -1.264
O 1.311 2.518 -1.287 0.0 0.0 0.2 -0.360
N 3.418 1.030 -1.578 -0.1 0.1 0.0 0.679
C 3.227 0.990 -3.029 0.0 0.0 0.0 -0.787
C 4.490 0.187 -1.080 0.0 0.0 0.0 -0.591
N 3.490 3.574 -0.462 0.0 -0.1 0.0 0.673
C 4.874 3.460 -0.031 0.0 0.0 0.0 -0.988
C 3.223 4.726 -1.312 0.0 0.0 0.0 -0.750
N 1.681 2.939 2.650 0.0 -0.1 0.0 0.612
C 0.766 3.743 1.831 0.0 0.0 0.0 -0.678
C 1.413 3.122 4.077 0.0 0.0 0.0 -0.956
H 2.926 -0.517 4.837 0.0 0.0 0.0 0.261
H 3.616 -1.276 3.389 0.0 0.0 0.0 0.243
H 1.868 -0.981 3.486 0.0 0.0 0.0 0.039
H 4.517 1.457 4.420 0.0 0.0 0.0 0.382
H 4.303 2.357 2.913 0.0 0.0 0.0 0.351
H 5.109 0.775 2.895 0.0 0.0 0.0 0.328
H 2.318 1.521 -3.296 0.0 0.0 0.0 0.081
H 3.124 -0.045 -3.358 0.0 0.0 0.0 0.341
H 4.077 1.438 -3.554 0.0 0.0 0.0 0.209
H 4.482 0.162 0.008 0.0 0.0 0.0 -0.107
H 5.470 0.538 -1.423 0.0 0.0 0.0 0.312
H 4.343 -0.832 -1.445 0.0 0.0 0.0 0.304
H 4.995 2.592 0.616 0.0 0.0 0.0 0.204
H 5.153 4.350 0.537 0.0 0.0 0.0 0.332
H 5.564 3.361 -0.877 0.0 0.0 0.0 0.253
H 2.175 4.728 -1.598 0.0 0.0 0.0 -0.030
H 3.837 4.721 -2.221 0.0 0.0 0.0 0.302
H 3.444 5.640 -0.757 0.0 0.0 0.0 0.345
H 0.903 3.547 0.770 0.0 0.0 0.0 -0.003
H 0.963 4.800 2.019 0.0 0.0 0.0 0.339
H -0.279 3.524 2.077 0.0 0.0 0.0 0.352
H 2.128 2.560 4.675 0.0 0.0 0.0 0.334
H 0.398 2.809 4.349 0.0 0.0 0.0 0.261
H 1.521 4.181 4.314 0.0 0.0 0.0 0.357
C -1.720 4.525 -3.676 0.0 0.0 0.0 -1.680
C -2.212 4.521 -2.232 0.0 0.0 -0.1 1.656
C -1.444 5.578 -1.428 0.0 0.0 0.0 -1.338
C -3.710 4.803 -2.189 0.0 0.0 0.0 -1.806
N -1.969 3.156 -1.745 0.0 0.0 0.0 0.113
N -2.248 2.912 -0.377 0.1 0.1 0.0 -0.157
H -1.891 5.497 -4.143 0.0 0.0 0.0 0.432
H -2.241 3.758 -4.250 0.0 0.0 0.0 0.329
H -0.648 4.312 -3.717 0.0 0.0 0.0 0.308
H -1.557 6.562 -1.887 0.0 0.0 0.0 0.489
H -0.380 5.331 -1.397 0.0 0.0 0.0 0.016
H -1.809 5.665 -0.401 0.0 0.0 0.0 0.392
H -3.927 5.799 -2.580 0.0 0.0 0.0 0.494
H -4.089 4.754 -1.166 0.0 0.0 0.0 0.340
H -4.243 4.065 -2.790 0.0 0.0 0.0 0.281
H -0.990 2.928 -1.900 0.0 0.1 0.1 -0.172
H -3.190 2.563 -0.268 0.0 0.0 0.0 0.135
H -2.122 3.739 0.199 0.0 0.0 0.0 0.147
```
Positions in Å, forces in eV/Å.

## Properties
maximum force = 0.6 eV/A
ΔE to the lowest compared entry with this formula, charge and spin = 1.30 kJ/mol
E_HOMO = -7.35 eV
calculated total energy = -111030.9842 eV